Computed, not measured: a molecular structure, ClH12LiO6, with wB97M-V/def2-TZVPD.

- Kohn-Sham gap (eV) = 8.981
- energy (eV) = -25208.7393
- 2S+1 = 1
- total charge = 0
- strongest force on any atom (eV/Å) = 1.2

Atoms and positions in Å:
Li 0.16434 -2.72675 -1.60076
Cl 0.09604 -0.82540 -0.21430
O -2.84190 0.12393 0.80408
H -2.47409 1.00022 0.68973
H -2.08031 -0.45565 0.82118
O 2.00107 0.53882 -2.82485
H 2.55204 -0.20941 -3.05465
H 1.39831 0.19888 -2.16352
O -1.93036 0.98714 -2.15526
H -1.40001 0.61059 -1.45300
H -2.47826 1.63949 -1.71881
O 0.62761 2.26365 0.49833
H 0.38630 1.34786 0.35927
H 0.61385 2.37375 1.44908
O -1.11709 -2.25157 2.67912
H -0.59785 -1.68490 2.10858
H -1.86874 -1.71494 2.93067
O 3.02405 -0.09702 1.18474
H 2.23404 -0.38230 0.72568
H 3.69104 -0.73638 0.93461

Atomic partial charges in e from the natural (NBO) method, atoms 1 to 5: Li 0.970; Cl -0.933; O -0.945; H 0.465; H 0.473

=====

Computed, not measured: a gas-phase ion, C25H37N6O3 (charge +1), with wB97M-V/def2-TZVPD.

- Kohn-Sham gap (eV) = 7.397
- energy (eV) = -41606.0743
- structure (SMILES) = CCCCCCCC[n+]1cccc(C(=O)N2c3c(nc(NC(=O)C(C)C)[nH]c3=O)NC[C@@H]2C)c1
- 2S+1 = 1
- total charge = +1
- strongest force on any atom (eV/Å) = 1.3

Atoms and positions in Å:
C -9.17236 -2.93146 -2.59615
C -7.74298 -2.87214 -2.07274
C -6.80022 -2.20927 -3.07432
C -5.36476 -2.15371 -2.55793
C -4.41985 -1.50445 -3.56649
C -2.98342 -1.46232 -3.04587
C -2.03586 -0.84034 -4.06862
C -0.57046 -0.84199 -3.61114
N -0.38626 0.04487 -2.47805
C -0.15594 1.34788 -2.68993
C -0.05510 2.23078 -1.63676
C -0.16808 1.76152 -0.33572
C -0.36867 0.39799 -0.13413
C -0.65616 -0.20041 1.21475
O -1.69091 -0.82704 1.35702
N 0.21489 0.04008 2.21326
C 1.51569 0.57011 2.08268
C 2.09248 1.17372 3.20129
N 3.37132 1.62486 3.20567
C 4.07691 1.45100 2.12832
N 5.37546 1.89552 2.14900
C 6.29563 1.81203 1.12454
O 6.01336 1.33430 0.04814
C 7.66536 2.34882 1.47245
C 7.60452 3.81017 1.92071
C 8.31645 1.46194 2.53777
N 3.60239 0.85783 1.01575
C 2.31244 0.33889 0.92255
O 1.96328 -0.23164 -0.10817
N 1.40685 1.32661 4.34442
C 0.06118 0.83173 4.48927
C -0.14477 -0.37766 3.56733
C 0.67011 -1.58959 4.00650
C -0.52204 -0.42406 -1.24286
H -9.82569 -3.40678 -1.86897
H -9.21690 -3.50181 -3.52123
H -9.54941 -1.93038 -2.79328
H -7.39132 -3.88475 -1.86313
H -7.72212 -2.31411 -1.13393
H -7.15046 -1.19562 -3.28250
H -6.82485 -2.76636 -4.01361
H -5.33793 -1.59207 -1.62126
H -5.02124 -3.16812 -2.34345
H -4.76011 -0.48883 -3.78014
H -4.44969 -2.06703 -4.50176
H -2.66037 -2.48155 -2.82340
H -2.96680 -0.89269 -2.11296
H -2.09050 -1.40875 -4.99778
H -2.34896 0.18287 -4.28774
H -0.27503 -1.85132 -3.32086
H 0.07400 -0.50820 -4.42654
H -0.05456 1.67215 -3.71443
H 0.11673 3.27670 -1.83421
H -0.08512 2.43583 0.50232
H 5.65356 2.31284 3.02723
H 8.25611 2.28452 0.55385
H 8.61516 4.19627 2.02283
H 7.08179 4.41770 1.18577
H 7.10718 3.91957 2.88225
H 9.33548 1.79609 2.71274
H 8.34953 0.42674 2.20683
H 7.77679 1.50857 3.48138
H 4.24877 0.73620 0.22928
H 1.88832 1.74340 5.12365
H -0.10784 0.54031 5.52681
H -0.66223 1.61576 4.22933
H -1.20552 -0.64243 3.53816
H 0.32856 -1.92879 4.98010
H 0.53616 -2.39953 3.29425
H 1.72951 -1.35283 4.06988
H -0.71149 -1.47812 -1.10805

Atomic partial charges in e from the natural (NBO) method, atoms 1 to 5: C -0.600; C -0.387; C -0.388; C -0.386; C -0.384

=====

Computed, not measured: a molecular structure, C27H31B2F4N10O5S6Y, with wB97M-V/def2-TZVPD.

- Kohn-Sham gap (eV) = 6.070
- energy (eV) = -131927.0542
- 2S+1 = 1
- total charge = 0
- strongest force on any atom (eV/Å) = 0.7

Atoms and positions in Å:
Y -0.00318 0.52852 -0.46837
C -0.81234 1.02242 4.28173
C -0.23425 0.87661 2.91316
N -0.91210 0.59012 1.86912
O -2.25070 0.48259 2.03244
B -2.95674 0.76074 0.75312
F -2.21312 0.00603 -0.26752
F -4.24635 0.38320 0.85122
O -2.85600 2.17314 0.34776
N -1.56099 2.46857 0.07628
C -1.29486 3.66441 -0.27830
C -2.31034 4.74365 -0.43892
C 0.14958 3.90818 -0.54368
N 0.87715 2.85981 -0.58449
O 2.21480 3.07402 -0.70619
B 2.94416 1.86220 -0.30364
F 4.25303 1.96109 -0.62608
F 2.28245 0.74832 -0.97727
O 2.81077 1.56601 1.14956
N 1.53860 1.19550 1.43313
C 1.19724 1.19793 2.66347
C 2.10760 1.55932 3.78959
C 0.71983 5.27845 -0.68871
H -1.87140 0.78735 4.26718
H -0.67888 2.04237 4.64734
H -0.29940 0.35719 4.97943
H -3.30730 4.32928 -0.33072
H -2.21116 5.19609 -1.42700
H -2.16776 5.52948 0.30559
H 3.12044 1.69191 3.42438
H 2.09104 0.78114 4.55484
H 1.77556 2.48561 4.26290
H -0.02480 6.04953 -0.51450
H 1.13189 5.39925 -1.69212
H 1.55174 5.40055 0.00571
S 1.06377 -0.79609 -3.17607
C 2.10609 -2.11731 -2.63640
N 2.96064 -2.55265 -3.48453
N 3.84440 -3.51703 -3.16287
C 3.48776 -4.73106 -2.48931
C 4.48376 -5.39762 -1.79334
C 4.20621 -6.61781 -1.19156
C 2.93608 -7.16560 -1.27586
C 1.94231 -6.49106 -1.97553
C 2.21415 -5.27795 -2.58477
N 2.04817 -2.63344 -1.33711
N 1.46754 -1.98663 -0.45068
C 1.47345 -2.72473 0.78307
C 1.76736 -2.06422 1.96300
C 1.78725 -2.77073 3.15604
C 1.49735 -4.12692 3.16819
C 1.19964 -4.78215 1.97904
C 1.19157 -4.08647 0.78396
H 4.45599 -3.67497 -3.94904
H 5.46633 -4.95001 -1.71509
H 4.98585 -7.13418 -0.64677
H 2.72065 -8.11427 -0.80195
H 0.94977 -6.91622 -2.05735
H 1.44070 -4.75540 -3.13543
H 2.03266 -1.01958 1.93159
H 2.04386 -2.26205 4.07734
H 1.51229 -4.67573 4.10173
H 0.97746 -5.84214 1.98235
H 0.95188 -4.57759 -0.14827
O -4.40078 -0.82450 -6.31020
C -3.60975 -0.63015 -5.43112
S -2.81527 -1.91620 -4.51022
C -1.87730 -0.84565 -3.48483
C -1.96022 0.49421 -3.67694
S -1.03374 1.72113 -2.91067
S -3.07263 0.99076 -4.92997
S -0.75186 -1.53710 -2.36542
C -2.15522 -6.43870 2.43273
N -2.13242 -5.30362 1.54073
C -2.09559 -4.00475 1.91767
S -2.12184 -2.78752 0.76594
N -2.03566 -3.78527 3.24566
C -2.02316 -2.47160 3.85659
H -2.18401 -7.34772 1.83803
H -3.03798 -6.43712 3.07998
H -1.25751 -6.47499 3.05807
H -2.21980 -5.44237 0.54967
H -2.10117 -4.57650 3.86247
H -1.84446 -1.73396 3.07895
H -1.23045 -2.42150 4.60524
H -2.98207 -2.24726 4.32745

Atomic partial charges in e from the Löwdin method, atoms 1 to 5: Y 1.360; C 0.006; C -0.240; N 0.001; O 0.033

=====

Computed, not measured: a single C19H25NO5 molecule, with wB97M-V/def2-TZVPD.

- Kohn-Sham gap (eV) = 9.170
- energy (eV) = -31837.1460
- structure (SMILES) = CCOc1ccc(C(=O)CCC(=O)N2CCC(C(=O)OC)CC2)cc1
- 2S+1 = 1
- total charge = 0
- strongest force on any atom (eV/Å) = 0.6

Atoms and positions in Å:
C 0.08627 1.65529 5.63522
C 1.61067 1.60052 5.66249
O 2.12275 0.43715 5.03939
C 2.17221 0.34960 3.69133
C 1.82751 1.35830 2.79260
C 1.95025 1.13819 1.43677
C 2.39455 -0.08251 0.92839
C 2.48225 -0.22746 -0.53908
O 2.44130 0.74254 -1.27039
C 2.64162 -1.63162 -1.08708
C 2.21695 -1.75691 -2.55701
C 0.78342 -2.26373 -2.64516
O 0.56794 -3.46354 -2.57007
N -0.22276 -1.38011 -2.81473
C -0.17776 0.06072 -2.74333
C -0.88565 0.53935 -1.47252
C -2.33146 0.02830 -1.39958
C -3.20991 0.72674 -2.41793
O -3.04994 0.74806 -3.61059
O -4.23255 1.34108 -1.80947
C -5.14456 2.03153 -2.65381
C -2.35096 -1.49242 -1.62090
C -1.58403 -1.87500 -2.88501
C 2.74128 -1.08843 1.83452
C 2.63716 -0.87185 3.18804
H -0.32227 0.76705 6.11042
H -0.25729 2.53371 6.17430
H -0.28514 1.69960 4.61427
H 1.96035 1.52789 6.69598
H 2.04470 2.50220 5.21436
H 1.47224 2.31719 3.13532
H 1.69300 1.91894 0.73606
H 3.70399 -1.87501 -0.98991
H 2.08114 -2.34577 -0.48295
H 2.82711 -2.52149 -3.04011
H 2.37199 -0.81153 -3.07325
H 0.84470 0.43046 -2.73409
H -0.69426 0.46422 -3.62007
H -0.86653 1.62958 -1.43931
H -0.34432 0.16449 -0.60038
H -2.75060 0.25777 -0.41488
H -5.61421 1.33592 -3.35193
H -5.88850 2.47734 -1.99915
H -4.62228 2.80191 -3.22441
H -3.37916 -1.85097 -1.69077
H -1.87918 -1.97227 -0.76063
H -1.54103 -2.96028 -2.98972
H -2.06813 -1.43880 -3.76319
H 3.11436 -2.03843 1.48592
H 2.91277 -1.63751 3.89602

Atomic partial charges in e from the natural (NBO) method, atoms 1 to 5: C -0.638; C -0.064; O -0.486; C 0.333; C -0.278

=====

Quick rundown of energy relative to the best compared isomer or geometry (same formula, charge and spin), same order as above: 31.2; 3.0; 5.0; 29.7 kcal/mol
Quick rundown of LUMO, same order as above: -1.902; -3.212; -1.206; 0.347 eV